Entry 1:
{
  "formula": "C3H11N3",
  "method": "the ωB97M-V functional and the def2-TZVPD basis",
  "homo_lumo_gap_ha": 0.3455,
  "total_charge": 2,
  "elements": ["C", "C", "C", "N", "N", "N", "H", "H", "H", "H", "H", "H", "H", "H", "H", "H", "H"],
  "xyz": [[0.6178, -0.1367, -0.0891], [3.4320, -0.0667, 0.2327], [-2.9127, 0.2650, -0.2147], [-0.1182, 0.6633, -0.7797], [-0.6092, 0.3307, 0.5211], [-1.7923, -0.5350, 0.4588], [1.1604, -1.0117, -0.1425], [3.6353, -0.7913, 0.9883], [3.6709, -0.4578, -0.7500], [3.8981, 0.9018, 0.4790], [2.3500, 0.1428, 0.1197], [-3.7420, -0.4533, -0.1266], [-3.1224, 1.1925, 0.4861], [-2.5471, 0.5883, -1.2337], [-0.2462, 1.4748, -1.3873], [-1.5983, -1.4450, 0.0082], [-2.0760, -0.6617, 1.4296]],
  "atomic_forces_ev_per_a": [[-3.274, 1.322, -1.476], [0.538, 1.014, -0.404], [0.003, 1.256, 1.206], [1.480, -0.894, 0.106], [0.510, 0.793, 1.803], [0.310, 0.533, -0.849], [0.993, -1.848, -0.215], [-0.184, -0.494, 0.628], [0.398, 0.111, -0.200], [-0.109, -0.510, -0.323], [-0.224, 0.677, 0.614], [-0.066, 0.619, -0.818], [0.486, -1.868, -1.512], [-0.940, -0.694, 1.056], [0.246, 0.147, -0.078], [-0.338, 0.126, 0.079], [0.170, -0.290, 0.384]],
  "nbo_charge": [0.465, -0.715, -0.436, -0.319, -0.067, -0.379, 0.307, 0.255, 0.250, 0.275, 0.105, 0.284, 0.288, 0.247, 0.517, 0.446, 0.477]
}

=====

Entry 2:
{
  "formula": "C10H54O22",
  "method": "the ωB97M-V functional and the def2-TZVPD basis",
  "homo_lumo_gap_ha": 0.3327,
  "total_charge": 0,
  "elements": ["O", "H", "H", "O", "H", "H", "O", "H", "H", "O", "H", "H", "O", "H", "H", "O", "H", "H", "O", "H", "H", "O", "H", "H", "O", "H", "H", "O", "H", "H", "O", "H", "H", "O", "H", "H", "C", "C", "O", "O", "H", "H", "H", "H", "H", "H", "C", "C", "O", "O", "H", "H", "H", "H", "H", "H", "C", "C", "O", "O", "H", "H", "H", "H", "H", "H", "C", "C", "O", "O", "H", "H", "H", "H", "H", "H", "C", "C", "O", "O", "H", "H", "H", "H", "H", "H"],
  "xyz": [[-0.3820, 4.3409, -0.9190], [-0.1157, 3.8816, -1.7557], [0.1699, 4.0137, -0.2352], [-4.2076, 2.3064, 0.9396], [-4.8106, 2.6315, 1.6383], [-3.5171, 2.9468, 1.0248], [0.7599, 0.9782, 3.7527], [1.6839, 1.2420, 3.7194], [0.3194, 1.7606, 3.4609], [0.3245, 3.0224, 1.5357], [1.1169, 3.1972, 2.0146], [-0.3745, 3.0879, 2.2078], [-3.6577, -2.0999, 2.4396], [-4.3445, -1.5458, 2.1387], [-3.2734, -2.4095, 1.6727], [0.6500, 2.9615, -3.0459], [0.2662, 2.3491, -3.6519], [1.5753, 2.8899, -3.2818], [-5.2625, -0.3486, 0.9425], [-5.7742, -0.3869, 0.1523], [-4.8697, 0.5152, 0.8999], [3.3305, -0.4596, 0.5627], [2.4324, -0.0780, 0.4968], [3.6292, -0.5587, -0.3173], [-5.0916, 1.6222, -1.5463], [-5.0257, 2.0360, -0.7017], [-4.1944, 1.6036, -1.8235], [-3.1831, 0.5297, 3.0365], [-3.4218, 0.8030, 2.1642], [-3.1757, -0.4261, 3.0386], [-4.0920, -1.8023, -1.6017], [-3.6680, -1.1168, -1.0457], [-4.1015, -1.4812, -2.5264], [-2.5698, 2.0908, -2.4534], [-2.6253, 3.0171, -2.7349], [-2.0952, 1.6148, -3.1309], [3.4498, -1.3002, -2.9553], [2.4148, -0.2751, -3.3201], [1.4105, -0.7531, -4.1884], [4.2980, -0.8302, -1.9504], [4.0009, -1.5252, -3.8237], [3.0446, -2.2655, -2.6018], [2.9991, 0.5394, -3.8557], [2.0504, 0.1368, -2.4035], [1.0375, -1.5774, -3.7594], [5.1739, -0.7733, -2.2962], [1.7694, -3.2028, -0.0275], [0.8715, -4.5070, -0.0897], [-0.1188, -4.2433, -0.9898], [2.8502, -3.4185, 0.8693], [1.2934, -2.2921, 0.2569], [2.2668, -3.0660, -0.9596], [0.4072, -4.7367, 0.9326], [1.4570, -5.3954, -0.3494], [-0.9147, -4.0606, -0.5538], [3.4350, -2.6641, 0.7556], [-0.0024, 0.3528, -0.3859], [-1.3635, 0.2459, 0.2995], [-2.3854, 0.2083, -0.7166], [0.9800, 0.5523, 0.5967], [-0.0010, 1.0877, -1.1975], [0.1535, -0.5839, -0.9419], [-1.4827, 1.1415, 0.8590], [-1.4201, -0.5971, 0.9661], [-2.2391, 0.9936, -1.2352], [0.8099, 1.3976, 1.0605], [3.3578, 3.5112, -1.4772], [3.4823, 2.3136, -0.6269], [3.5068, 2.7098, 0.7432], [3.3368, 3.1980, -2.8502], [4.1024, 4.2898, -1.3745], [2.4661, 4.0645, -1.2527], [4.3437, 1.6846, -0.8278], [2.5458, 1.7351, -0.8108], [4.0737, 2.0806, 1.2213], [4.0786, 2.6160, -2.9748], [-0.7574, -3.7192, 3.8305], [-0.3318, -2.3589, 3.1675], [-1.0014, -1.3370, 3.8200], [0.0269, -4.8431, 3.4083], [-1.8381, -3.9197, 3.5940], [-0.5427, -3.5945, 4.8667], [-0.5833, -2.4342, 2.1082], [0.7640, -2.2708, 3.2573], [-0.6587, -0.4523, 3.5438], [0.9582, -4.5910, 3.5724]],
  "atomic_forces_ev_per_a": [[-0.885, 0.299, -1.812], [-0.047, 0.431, 1.016], [0.715, -0.600, 0.937], [-1.080, 0.346, 1.120], [-0.001, -0.486, -0.348], [1.131, 0.567, -0.356], [0.510, -0.342, 0.235], [0.265, -0.379, 0.097], [-0.709, 0.566, -0.102], [-1.211, -0.108, 0.192], [1.402, 0.490, 0.385], [-0.019, 0.156, -0.520], [0.178, -0.251, 3.141], [-1.816, 0.994, -0.842], [1.322, -1.161, -2.560], [-0.293, 0.095, 0.114], [-0.789, -0.678, -0.625], [1.080, 0.380, 0.251], [0.092, -0.403, 1.038], [-0.570, -0.348, -1.131], [0.385, 0.521, -0.111], [-0.104, -0.024, 1.705], [0.110, -0.110, 0.273], [0.733, -0.164, -1.541], [-1.670, -0.407, -0.621], [-0.092, 0.490, 0.931], [1.089, -0.174, -0.636], [0.393, 1.115, 1.036], [-0.189, 0.097, -0.748], [0.277, -0.813, 0.037], [-0.061, 0.053, -0.391], [-0.195, -0.147, -0.729], [0.111, -0.074, 1.037], [0.135, 0.808, -0.354], [0.106, -0.251, 0.156], [0.133, -0.125, -0.509], [-0.740, -1.408, 0.168], [1.190, 0.866, -0.904], [-0.460, -1.305, 0.957], [-0.026, 0.612, 0.564], [0.804, -0.424, -1.208], [-0.349, 0.454, -0.226], [-1.011, -0.692, 0.460], [-0.678, 0.475, 0.642], [0.443, 1.305, -0.785], [0.915, 0.068, -0.114], [0.955, -2.339, 0.844], [0.922, 1.258, 2.982], [0.077, -0.357, -2.713], [0.043, -0.499, 0.529], [-1.146, 0.487, 0.138], [-0.332, 0.120, -1.370], [0.922, 0.412, -1.087], [0.081, 0.323, -0.259], [-1.706, 0.351, 0.845], [0.031, 0.291, 0.309], [-0.801, -1.024, -0.222], [0.088, 0.393, -1.937], [0.622, -1.107, 1.486], [-0.037, 0.180, -0.092], [-0.035, 0.609, 0.361], [0.421, -0.078, 0.510], [-0.259, 0.817, 0.897], [-0.158, -0.417, 0.067], [-0.202, 0.608, -0.258], [-0.077, -0.384, -0.360], [0.452, 1.912, -0.372], [-1.131, -0.799, 0.917], [0.284, -0.114, 0.331], [-0.513, -0.411, -0.541], [0.802, -0.127, 0.648], [-0.873, -0.068, 0.101], [0.144, -0.013, -0.378], [0.781, -0.012, 0.068], [-0.448, 0.171, -0.286], [0.469, -0.369, -0.505], [-0.070, 0.626, -1.067], [0.279, -1.696, 0.114], [-0.106, 1.292, 0.042], [0.396, 0.658, -0.339], [1.108, 0.084, 0.505], [-0.605, 0.204, 1.098], [0.029, 0.187, -0.371], [-0.109, 0.042, -0.102], [-0.199, -1.190, 0.363], [-0.627, -0.335, -0.217]],
  "mulliken_charge": [-0.655, 0.391, 0.262, -0.671, 0.261, 0.213, -0.645, 0.300, 0.256, -0.705, 0.269, 0.258, -0.604, 0.358, 0.247, -0.614, 0.260, 0.290, -0.691, 0.346, 0.303, -0.749, 0.129, 0.444, -0.676, 0.426, 0.280, -0.736, 0.105, 0.537, -0.712, 0.328, 0.295, -0.705, 0.254, 0.241, -0.521, 0.569, -0.581, -0.512, 0.468, 0.156, 0.079, -0.275, 0.377, 0.290, 1.437, -0.461, -0.568, -0.660, -0.600, -0.265, 0.141, 0.334, 0.316, 0.344, 0.086, 0.226, 0.353, 0.619, -0.311, 0.311, -0.060, -0.107, 0.091, -0.169, -0.873, 0.498, -0.609, -0.669, 0.347, 0.287, 0.405, -0.124, 0.366, 0.337, -0.773, 0.404, -0.564, -0.544, 0.260, 0.388, -0.108, 0.368, 0.281, 0.327]
}

=====

Calculated energy relative to the best compared isomer or geometry (same formula, charge and spin), 150.45, 0.00 kcal per mole (same order as the records).
Calculated LUMO energy, -11.4633, -0.4653 eV (same order as the records).